{
  "formula": "C2H4N2",
  "method": "the ωB97M-V functional and the def2-TZVPD basis",
  "total_charge": 0,
  "multiplicity": 3,
  "gap_ev": [7.889, 7.879],
  "e_lumo_ev": [1.042, -2.489],
  "elements": ["C", "C", "N", "N", "H", "H", "H", "H"],
  "xyz": [[0.708266, -0.543743, 0.123217], [-0.065031, 0.614864, -0.268579], [-1.286180, 0.464806, 0.367028], [-0.653726, -0.693446, -0.338724], [1.450581, -0.928680, -0.607088], [0.927500, -0.687347, 1.110671], [0.264202, 1.366113, -1.847490], [-1.345612, 0.407433, 1.460967]],
  "atomic_forces_ev_per_a": [[1.6, -0.9, -1.9], [-1.2, 0.0, 1.4], [-1.2, 0.1, 2.5], [-0.6, 0.3, -0.8], [-0.6, 0.4, 0.5], [0.6, -0.5, 2.7], [0.5, 0.8, -2.3], [0.8, -0.1, -2.2]]
}


{
  "formula": "C2H4N2O",
  "method": "the ωB97M-V functional and the def2-TZVPD basis",
  "total_charge": 0,
  "gap_ev": 10.559,
  "e_lumo_ev": 0.804,
  "elements": ["N", "C", "N", "C", "O", "H", "H", "H", "H"],
  "xyz": [[-0.809538, 0.686547, 1.433476], [-0.580622, 0.379765, 0.199765], [0.559019, -0.309067, 0.156129], [1.001135, -0.751422, -1.079583], [1.995609, -1.382623, -1.330182], [-1.644559, 1.215633, 1.660372], [-1.188633, 0.622057, -0.665805], [0.374560, -0.016189, 1.509829], [0.293027, -0.444700, -1.884002]],
  "atomic_forces_ev_per_a": [[0.0, 0.0, -0.1], [-0.1, 0.0, -0.1], [-0.1, 0.0, -0.2], [0.2, -0.1, -0.1], [-0.3, 0.2, 0.4], [0.3, -0.1, 0.3], [-0.1, 0.0, 0.0], [-0.1, 0.1, -0.2], [0.2, -0.1, 0.1]]
}


{
  "formula": "C2H4N2O",
  "method": "the ωB97M-V functional and the def2-TZVPD basis",
  "total_charge": 0,
  "gap_ev": 11.053,
  "smiles": "[H]/N=C/NC=O",
  "e_lumo_ev": 0.861,
  "elements": ["H", "N", "C", "N", "C", "O", "H", "H", "H"],
  "xyz": [[-0.524509, -2.465282, -1.109214], [-0.091834, -1.980235, -0.327228], [-0.152624, -0.726114, -0.494027], [0.377525, 0.134634, 0.454240], [0.124458, 1.483653, 0.513124], [0.452281, 2.193365, 1.434024], [-0.597230, -0.204356, -1.349679], [0.825550, -0.291143, 1.257629], [-0.413617, 1.855479, -0.378868]],
  "atomic_forces_ev_per_a": [[0.1, 0.0, 0.0], [-0.1, 0.3, -0.2], [0.0, -0.1, 0.0], [0.0, 0.0, 0.2], [0.1, 0.1, 0.1], [-0.1, -0.3, -0.4], [0.0, -0.1, 0.1], [-0.1, 0.0, 0.0], [0.1, 0.0, 0.1]]
}


{
  "formula": "C2H4N2O2",
  "method": "the ωB97M-V functional and the def2-TZVPD basis",
  "total_charge": -2,
  "gap_ev": [3.027, 3.015],
  "e_lumo_ev": [4.719, 4.707],
  "elements": ["C", "C", "N", "N", "O", "O", "H", "H", "H", "H"],
  "xyz": [[4.098076, -0.166102, 0.296336], [2.669880, -0.692565, -0.072494], [4.907957, 0.599463, -0.430636], [1.520571, -2.132090, 0.564496], [6.004792, 1.014280, 0.066849], [0.917805, -2.474610, -0.438524], [-9.392932, 0.204250, -0.311098], [4.238583, -0.543791, 1.266312], [1.973500, -0.139658, 0.503437], [2.379180, -0.772723, -1.067253]],
  "atomic_forces_ev_per_a": [[-1.6, -0.9, -1.4], [1.3, 0.4, 1.7], [-1.9, -1.4, -0.1], [0.6, 0.2, -3.9], [0.4, 0.0, 0.5], [1.3, 0.7, 2.9], [-0.1, 0.0, 0.0], [1.3, 0.2, 1.7], [-0.9, 1.0, 0.4], [-0.4, -0.1, -1.8]]
}


{
  "formula": "C2H4N2O2",
  "method": "the ωB97M-V functional and the def2-TZVPD basis",
  "total_charge": 0,
  "gap_ev": 11.101,
  "e_lumo_ev": 0.836,
  "elements": ["N", "C", "O", "N", "C", "O", "H", "H", "H", "H"],
  "xyz": [[-1.702578, 0.242966, 0.730450], [-0.358823, 0.053082, 0.797568], [0.271279, -0.025800, 1.835481], [0.234048, -0.015088, -0.474040], [1.526155, -0.131569, -0.685278], [1.721731, -0.166655, -1.938408], [-2.213137, 0.173204, 1.594921], [-2.190937, 0.103392, -0.138217], [0.408567, -0.045485, -1.793776], [2.303694, -0.188048, 0.071301]],
  "atomic_forces_ev_per_a": [[-0.1, -0.1, 0.1], [0.1, 0.0, 0.2], [-0.2, 0.1, -0.4], [0.2, 0.0, 0.1], [0.0, 0.0, 0.0], [-0.1, 0.0, 0.1], [0.0, 0.0, -0.1], [0.1, 0.0, 0.1], [-0.1, 0.0, 0.0], [0.0, 0.0, -0.1]]
}


{
  "formula": "C2H4N2O2",
  "method": "the ωB97M-V functional and the def2-TZVPD basis",
  "total_charge": 0,
  "gap_ev": 9.803,
  "smiles": "C=NO/C=N\\O",
  "e_lumo_ev": 0.680,
  "elements": ["C", "N", "O", "C", "N", "O", "H", "H", "H", "H"],
  "xyz": [[0.838663, 1.781437, 1.202272], [0.234329, 0.974096, 0.385772], [0.274456, -0.299880, 1.088859], [-0.453345, -1.303709, 0.266428], [-0.627364, -1.161680, -0.994559], [-0.292448, -0.254838, -1.971909], [1.461449, 1.420431, 2.138091], [0.456456, 2.827161, 0.698942], [-0.843217, -1.950961, 1.086791], [-0.491417, 0.587836, -1.410123]],
  "atomic_forces_ev_per_a": [[-1.7, 1.5, -2.7], [1.2, -0.7, 4.0], [-1.0, -0.9, -2.3], [1.7, 4.1, -0.9], [-1.5, -4.2, 2.1], [-0.5, 2.3, 3.1], [-1.6, 1.2, -1.9], [2.2, -1.8, 2.2], [0.0, -0.4, -1.8], [1.2, -1.1, -1.7]]
}


{
  "formula": "C2H4N2O2",
  "method": "the ωB97M-V functional and the def2-TZVPD basis",
  "total_charge": 0,
  "gap_ev": 10.800,
  "smiles": "O=C1NNCO1",
  "e_lumo_ev": 0.731,
  "elements": ["O", "C", "N", "N", "C", "O", "H", "H", "H", "H"],
  "xyz": [[-3.204507, 0.179443, 0.028408], [-2.022201, 0.002753, -0.041544], [-0.994809, 1.145568, -0.190893], [0.234204, 0.578193, 0.204413], [0.089726, -0.817558, 0.001189], [-1.325326, -1.105281, 0.233407], [-1.043091, 1.399405, -1.208442], [0.463793, 0.688528, 1.239602], [0.145953, -0.969582, -1.131615], [0.604241, -1.407821, 0.784067]],
  "atomic_forces_ev_per_a": [[1.0, -0.6, -0.7], [0.7, 2.2, 1.3], [-2.0, -1.5, -0.5], [1.3, 0.0, 1.5], [-1.1, -0.2, -1.5], [-0.7, 0.0, 0.1], [0.7, -0.1, 1.2], [-1.1, 0.7, -1.8], [0.9, -0.7, 1.6], [0.3, 0.1, -1.3]]
}


{
  "formula": "C2H4N2O2",
  "method": "the ωB97M-V functional and the def2-TZVPD basis",
  "total_charge": 0,
  "gap_ev": 10.414,
  "smiles": "C=NO/C=N\\O",
  "e_lumo_ev": 0.477,
  "elements": ["C", "N", "O", "C", "N", "O", "H", "H", "H", "H"],
  "xyz": [[1.237576, -1.025952, 0.366999], [1.519911, 0.061515, -0.318222], [0.261140, 0.745122, -0.700734], [-0.828245, -0.124888, -0.712596], [-1.767771, 0.378187, 0.140849], [-1.465222, 1.628917, 0.802392], [2.205785, -1.407689, 0.462916], [0.270766, -1.269877, 0.750498], [-0.949649, -0.836289, -1.598399], [-0.484291, 1.850954, 0.806298]],
  "atomic_forces_ev_per_a": [[1.8, 4.0, -2.1], [-3.1, -1.8, 0.6], [1.5, -1.6, -0.7], [-2.2, 4.7, 2.5], [1.8, -0.9, -2.6], [0.8, -1.9, -0.4], [0.9, -1.8, 1.2], [-0.2, -0.6, 0.2], [-0.1, 0.7, 2.0], [-1.3, -0.8, -0.6]]
}


{
  "formula": "C2H4N2O2",
  "method": "the ωB97M-V functional and the def2-TZVPD basis",
  "total_charge": 0,
  "gap_ev": 9.824,
  "e_lumo_ev": 0.738,
  "elements": ["N", "C", "O", "N", "C", "O", "H", "H", "H", "H"],
  "xyz": [[0.132563, -1.415669, -1.324923], [-0.400623, -0.231446, -0.869265], [-1.263741, 0.375446, -1.452279], [0.202365, 0.226303, 0.328164], [-0.316649, 1.305849, 0.952551], [0.451478, 1.550375, 2.019089], [-0.405051, -1.814359, -2.081098], [0.514819, -2.082428, -0.671450], [1.044657, -0.236421, 0.671982], [0.040181, 2.322350, 2.427228]],
  "atomic_forces_ev_per_a": [[-0.1, -0.1, 0.0], [-0.3, 0.1, -0.3], [0.4, -0.3, 0.2], [-0.2, 0.3, 0.0], [0.3, -0.3, 0.0], [-0.2, 0.1, -0.1], [0.1, 0.0, 0.1], [0.0, 0.1, 0.0], [-0.2, 0.1, 0.0], [0.2, -0.1, 0.1]]
}


{
  "formula": "C2H4N2O2",
  "method": "the ωB97M-V functional and the def2-TZVPD basis",
  "total_charge": 0,
  "gap_ev": [9.005, 9.006],
  "smiles": "C=[N+]([O-])C(N)=O",
  "e_lumo_ev": [-0.557, -0.557],
  "elements": ["C", "N", "O", "C", "N", "O", "H", "H", "H", "H"],
  "xyz": [[-0.683172, -1.613896, 0.043210], [-0.557865, -0.332727, -0.158691], [-1.505972, 0.496075, -0.104323], [0.746610, 0.264649, -0.139554], [0.636374, 1.602595, 0.031551], [1.888659, -0.487051, -0.024691], [-1.578652, -1.944462, 0.314607], [0.200280, -2.337843, -0.093671], [-0.306187, 1.792309, -0.076533], [1.286660, 2.363333, 0.010789]],
  "atomic_forces_ev_per_a": [[5.2, 0.2, -1.6], [-0.2, -1.6, 0.8], [-1.4, 0.2, -0.2], [8.8, -1.9, 1.7], [1.2, -2.2, -0.6], [-6.7, 4.1, -1.2], [-3.8, -1.2, 0.8], [-1.4, 1.8, 0.4], [-2.5, 1.2, -0.1], [0.8, -0.7, 0.0]]
}


{
  "formula": "C2H4N2O2",
  "method": "the ωB97M-V functional and the def2-TZVPD basis",
  "total_charge": 0,
  "gap_ev": 9.490,
  "e_lumo_ev": 0.430,
  "elements": ["C", "C", "O", "O", "N", "N", "H", "H", "H", "H"],
  "xyz": [[-0.192108, -0.076286, -0.217171], [1.055394, 0.609542, 0.228176], [-2.460779, 0.463038, -0.019689], [-0.323981, -1.353370, -0.515528], [-1.111353, 0.768165, 0.110942], [2.068538, -0.170502, 0.295497], [-2.502898, -0.452521, -0.351559], [0.585821, -1.722187, -0.463560], [2.931530, 0.344209, 0.484008], [-0.050163, 1.589913, 0.448884]],
  "atomic_forces_ev_per_a": [[-0.3, 0.1, 1.8], [-1.2, -0.2, -0.3], [0.5, -0.1, 0.0], [0.0, 0.1, -0.4], [-0.7, -1.0, -1.3], [-0.1, 1.2, -0.6], [0.0, 0.2, 0.1], [-0.1, 0.1, 0.0], [-0.1, -0.2, 0.5], [2.2, -0.2, 0.2]]
}


{
  "formula": "C2H4N2O2PS2",
  "method": "the ωB97M-V functional and the def2-TZVPD basis",
  "total_charge": -1,
  "gap_ev": 7.070,
  "smiles": "NP1CN(C(=O)[O-])SS1",
  "e_lumo_ev": 2.822,
  "elements": ["N", "P", "C", "N", "C", "O", "O", "S", "S", "H", "H", "H", "H"],
  "xyz": [[1.199667, 0.498592, 1.091760], [-0.010097, 1.283458, -0.010681], [-0.991476, -0.079197, -1.231901], [-2.194978, -0.383344, -0.567702], [-2.155228, -1.523758, 0.488304], [-1.080392, -1.646548, 1.051348], [-3.233987, -2.089499, 0.570958], [-3.402409, 0.748721, -0.433962], [-1.738180, 1.946107, 0.969803], [0.763509, 0.398593, 1.989743], [1.211051, -0.490932, 0.883389], [-0.429327, -0.905222, -1.189128], [-0.978835, 0.539197, -2.096370]],
  "atomic_forces_ev_per_a": [[-1.4, 0.0, -0.8], [0.3, 0.6, 0.1], [-2.1, 2.9, 2.9], [-1.3, 0.2, -1.5], [-1.1, 0.1, -0.2], [1.1, 0.0, 0.0], [-0.2, -0.2, 0.1], [2.6, -0.7, 0.6], [0.3, 0.1, -0.4], [-0.4, 0.5, 1.0], [0.1, -0.5, -0.6], [2.5, -2.9, -0.4], [-0.6, 0.0, -0.8]]
}


How do the records compare in energy relative to the best compared isomer or geometry (same formula, charge and spin)? In the order shown, they have 561.5; 207.4; 0.0; 380.8; 202.4; 722.6; 250.9; 684.1; 194.0; 434.3; 592.6; 104.7 kJ/mol.